No. 1
ORCA calculation (the ωB97M-V functional and the def2-TZVPD basis) on a structure of composition C5H8O.

```
14
Properties=species:S:1:pos:R:3:forces:R:3
C 1.9390 -0.3609 0.8062 -0.051 0.048 -0.092
C 1.9414 -0.0937 -0.4949 0.078 -0.053 0.123
C -1.5418 0.3548 -0.9390 -0.023 0.105 -0.045
C -1.5125 -0.7001 0.1358 -0.047 -0.361 -0.016
O -1.2805 0.3695 1.1105 -0.016 0.055 0.091
C -1.3216 1.2357 0.0376 0.006 0.229 -0.110
H 2.6052 -1.0952 1.2527 -0.071 0.068 -0.130
H 1.2446 0.1421 1.4749 0.147 -0.050 -0.076
H 2.6002 -0.6062 -1.1924 -0.034 0.079 0.143
H 1.2691 0.6499 -0.9122 0.088 -0.124 0.033
H -1.6465 0.3718 -2.0131 -0.017 0.010 0.204
H -0.6601 -1.3840 0.1253 -0.126 0.081 0.002
H -2.4452 -1.2220 0.3679 0.124 0.083 -0.068
H -1.1696 2.3008 0.1819 -0.059 -0.171 -0.057
```
Positions in Å, forces in eV/Å.

Calculated values
- HOMO energy: -8.98 eV
- Energy above the lowest of the compared OMol25 structures with the same formula, charge and spin: 3.245 eV
- Total charge: 0
- E_LUMO: 0.0445 Eh
- 2S+1: 1
- Kohn-Sham gap: 10.19 eV

Atomic partial charges in e from the natural (NBO) method, atoms 1 to 4: -0.40, -0.40, -0.36, -0.09

No. 2
ORCA calculation (the ωB97M-V functional and the def2-TZVPD basis) on a structure of composition C36H78AsCuF9NO17.

```
143
Properties=species:S:1:pos:R:3:forces:R:3
Cu -11.7115 -18.5704 4.0068 0.435 -0.469 -0.677
As -8.4734 -14.6404 5.9570 -0.839 -1.157 -1.218
F -7.6600 -15.1415 4.3905 -0.447 0.639 1.855
F -9.7177 -15.8510 5.4046 0.712 0.893 0.966
F -9.5313 -14.1723 7.3584 1.633 -0.760 -1.212
F -7.1412 -13.5610 6.2861 -0.712 -0.234 0.204
F -9.3379 -13.3426 5.0818 0.786 -0.968 0.458
F -7.5995 -15.9145 6.9255 -1.264 1.426 -1.139
C -9.0650 -9.0620 2.6680 -0.432 1.245 -0.324
C -10.1092 -8.0360 2.3664 -0.864 0.281 -0.871
N -10.8435 -7.1972 2.0344 1.141 -1.360 0.737
H -9.2218 -10.0657 2.2731 -0.585 0.187 0.209
H -8.9330 -9.0475 3.7499 0.337 -0.300 -0.172
H -8.2060 -8.6718 2.1220 0.395 -0.097 0.435
C -8.9719 -14.6768 13.3443 0.353 -0.856 0.250
O -9.2961 -15.9174 13.9934 -1.212 0.168 0.562
C -10.6247 -16.3546 13.6754 -0.974 0.823 -0.184
C -11.8763 -15.7194 14.4068 -0.073 1.202 -0.807
O -12.2130 -14.3456 13.8882 1.021 -0.966 1.139
C -13.2065 -13.6417 14.6437 0.975 0.228 0.486
C -12.7762 -13.1257 16.0885 -2.183 -1.738 -0.776
O -12.7807 -14.2764 16.9732 1.101 0.349 0.322
C -12.1153 -14.0481 18.2293 0.508 0.869 -0.918
H -9.6610 -13.8588 13.5543 -0.111 -0.144 0.171
H -8.9185 -14.8426 12.2683 -0.095 0.089 -0.215
H -7.9669 -14.4500 13.7002 -0.073 0.207 -0.015
H -10.8014 -17.4222 13.8058 0.852 -0.170 0.581
H -10.6666 -16.2533 12.5909 -0.751 0.355 -0.224
H -11.8739 -15.7721 15.4956 1.022 0.655 0.090
H -12.7760 -16.3203 14.2748 -0.033 -0.414 -0.971
H -14.1041 -14.2555 14.5684 -0.299 0.035 0.940
H -13.4402 -12.7278 14.0977 0.204 0.016 -0.306
H -13.5765 -12.4866 16.4615 -0.340 0.256 -0.191
H -11.9276 -12.4446 16.0243 0.807 -0.774 0.212
H -11.1547 -13.5870 17.9998 0.204 0.255 0.097
H -11.8379 -14.9373 18.7954 -0.727 -0.361 -0.408
H -12.6717 -13.3480 18.8524 -0.199 -0.081 0.130
C -2.5329 -17.0070 4.6154 1.464 -0.845 -0.798
O -1.7634 -18.0335 5.3401 -0.780 0.444 0.058
C -2.3375 -19.3733 5.3538 -1.040 1.999 -0.382
C -2.4104 -19.9409 3.9499 0.222 -0.258 0.378
O -3.1282 -21.1607 3.9931 0.703 -0.027 0.314
C -2.6435 -22.2313 3.2247 -0.920 -0.946 0.350
C -3.4057 -23.4542 3.6908 0.323 -1.609 -0.249
O -2.7950 -24.0724 4.8551 -1.357 2.021 -0.434
C -2.0566 -25.1915 4.5563 -0.214 -1.315 0.231
H -3.6228 -17.0269 4.6129 -0.036 -0.616 0.496
H -2.1750 -17.0848 3.5888 -0.436 -0.063 -0.371
H -2.2278 -15.9900 4.8619 0.209 -0.295 0.896
H -3.3501 -19.2304 5.7312 -0.175 -0.493 0.299
H -1.7540 -20.0102 6.0187 0.047 0.231 -0.075
H -1.3569 -20.0494 3.6922 -0.016 -0.284 -0.751
H -2.9535 -19.2944 3.2605 0.349 0.344 -0.031
H -1.6128 -22.5569 3.3657 0.511 0.804 0.311
H -2.7819 -22.0793 2.1543 -0.178 0.212 -0.205
H -3.3878 -24.2151 2.9105 0.343 -0.054 -0.419
H -4.4837 -23.3457 3.8101 0.091 0.666 0.672
H -1.2174 -25.0192 3.8824 0.386 0.133 0.216
H -2.6745 -25.9608 4.0931 -0.243 -0.156 -0.374
H -1.8042 -25.6314 5.5211 0.702 0.125 -0.128
C -3.9142 -8.7386 7.5507 0.039 0.790 -1.572
O -3.0455 -8.2056 8.5177 -0.092 0.624 1.576
C -1.9979 -8.9871 9.0287 -0.514 1.164 -1.943
C -2.6019 -9.9559 10.0797 -1.085 -0.221 0.830
O -3.4181 -9.2351 11.0442 2.108 -1.196 -1.988
C -3.2630 -9.7535 12.3647 -0.847 1.802 1.207
C -3.9102 -8.6876 13.3724 -0.697 -1.270 0.336
O -4.2615 -9.2559 14.6215 0.578 -0.446 -0.077
C -5.3955 -10.1385 14.6236 -0.220 0.912 0.466
H -4.6973 -9.4210 7.8813 0.324 -0.417 0.678
H -3.3443 -9.1433 6.7143 0.112 -0.557 0.164
H -4.4586 -7.8999 7.1169 0.039 0.204 0.329
H -1.1624 -8.4002 9.4101 -0.650 0.555 0.543
H -1.6088 -9.3881 8.0928 0.294 -1.615 0.497
H -1.8158 -10.5925 10.4857 0.092 0.404 0.612
H -3.2261 -10.6460 9.5120 -0.541 0.208 -0.216
H -2.2027 -9.7674 12.6172 0.167 -0.448 -0.109
H -3.7098 -10.7477 12.3652 -0.006 -0.047 0.398
H -4.8434 -8.2361 13.0356 0.225 0.097 -1.030
H -3.1781 -7.9050 13.5712 -0.047 -0.084 -0.042
H -5.8077 -10.2752 13.6238 0.409 -0.726 -0.133
H -6.2392 -9.6982 15.1549 0.100 0.554 0.194
H -5.1516 -11.0047 15.2387 0.150 -0.365 -0.754
C -11.5071 -22.9330 9.3564 0.861 -0.092 0.360
O -10.8009 -21.6972 9.2221 -1.468 1.321 -1.481
C -11.6576 -20.6321 8.6465 0.029 0.223 0.383
C -10.9062 -19.4502 7.9936 0.758 -1.881 -0.937
O -10.4143 -19.9254 6.6440 -0.964 1.406 1.901
C -9.1935 -20.6046 6.6298 0.216 -0.351 0.704
C -8.3247 -20.2183 5.4968 0.267 1.954 0.757
O -9.0709 -19.7249 4.4046 -0.082 -0.939 -0.787
C -8.1632 -19.5132 3.3504 0.259 0.017 -0.685
H -10.7798 -23.6219 9.7860 -0.074 0.091 0.329
H -11.7930 -23.4339 8.4315 -0.200 0.544 -0.468
H -12.3701 -22.8558 10.0178 -0.078 0.115 0.030
H -12.3364 -20.2359 9.4018 0.247 0.084 0.645
H -12.3782 -20.9890 7.9106 0.363 -0.672 -0.361
H -10.1368 -19.0642 8.6624 0.695 -0.442 -0.303
H -11.4883 -18.5461 7.8153 -0.614 -0.491 -0.240
H -9.2762 -21.6897 6.5692 -0.854 -0.171 0.304
H -8.5615 -20.3931 7.4923 -0.328 -0.071 0.496
H -7.6564 -21.0790 5.4706 0.177 -0.203 -1.562
H -7.6998 -19.3612 5.7478 0.295 0.056 0.431
H -7.8400 -20.4790 2.9621 0.099 -0.070 -0.232
H -7.2761 -18.9735 3.6819 0.065 0.124 0.206
H -8.5990 -18.9203 2.5462 -0.325 -0.091 0.124
C -13.1100 -22.0076 3.7395 -0.223 0.665 0.117
O -12.3807 -20.9530 3.0020 -0.512 -1.447 1.021
C -12.8641 -21.0223 1.6608 0.523 -1.276 -0.085
C -12.0243 -20.2471 0.7172 -0.319 2.200 1.415
O -12.1868 -18.8790 1.2461 -0.132 -0.065 -2.214
C -13.0050 -18.0284 0.3557 1.847 -0.916 0.457
C -12.6358 -16.6404 0.7687 -0.699 1.099 0.705
O -12.7140 -16.5670 2.1952 -0.117 0.175 0.673
C -13.4055 -15.4184 2.6503 -0.225 0.682 0.928
H -14.1911 -21.9241 3.6287 -0.192 0.506 -0.482
H -12.9989 -21.9328 4.8212 0.824 0.209 -0.184
H -12.9060 -23.0207 3.3929 0.670 0.162 -0.100
H -13.9127 -20.7496 1.7799 -0.128 0.146 -1.074
H -12.7245 -22.0135 1.2294 -0.631 -0.833 0.639
H -12.2863 -20.4118 -0.3280 -0.612 0.464 0.003
H -10.9655 -20.5051 0.7360 0.044 -0.051 0.585
H -14.0632 -18.2867 0.3940 -0.083 0.152 0.490
H -12.6820 -18.2022 -0.6707 0.059 0.039 -0.131
H -13.3396 -15.9111 0.3675 -0.214 -0.067 -0.260
H -11.6557 -16.2741 0.4633 0.228 -0.588 -0.150
H -14.4020 -15.3534 2.2134 0.052 0.128 -0.226
H -12.8676 -14.4716 2.6027 0.357 0.030 -1.172
H -13.5396 -15.3781 3.7312 -0.070 -1.149 0.219
C -14.3551 -13.7395 9.8014 -0.812 -0.206 -0.304
C -15.3014 -14.7656 9.0787 0.756 3.604 -1.470
O -15.8582 -15.6915 9.8940 -0.434 -3.848 2.004
C -16.8572 -15.4712 10.7258 -0.033 4.229 -0.102
O -17.3528 -14.3654 10.9300 0.577 -2.241 -0.488
C -17.2595 -16.6410 11.5870 -0.827 -1.370 0.244
F -18.6335 -16.7315 11.6245 1.885 -0.401 -0.392
F -16.6822 -17.8067 11.1201 -1.224 1.327 0.957
F -16.8723 -16.4150 12.8522 0.124 -0.414 -0.663
H -14.1055 -12.8748 9.1863 -0.055 -0.315 -0.568
H -13.4086 -14.1888 10.1017 -0.211 -0.122 0.201
H -14.8750 -13.2607 10.6312 0.051 -0.447 0.304
H -14.7701 -15.2355 8.2511 0.074 -0.518 0.402
H -16.1548 -14.2821 8.6031 0.174 0.731 -0.101
```
Positions in Å, forces in eV/Å.

Calculated values
- HOMO energy (spin up / spin down): -10.49 / -10.49 eV
- Energy above the lowest of the compared OMol25 structures with the same formula, charge and spin: 0.938 eV
- Total charge: +1
- E_LUMO (spin up / spin down): -0.1005 / -0.3179 Eh
- 2S+1: 2
- Kohn-Sham gap (spin up / spin down): 7.76 / 1.84 eV

Atomic partial charges in e from the Löwdin method, atoms 1 to 4: 0.72, 0.91, -0.33, -0.34

No. 3
ORCA calculation (the ωB97M-V functional and the def2-TZVPD basis) on the molecule C4H3NOS.

```
10
Properties=species:S:1:pos:R:3:forces:R:3
C -0.6537 -0.2326 2.1041 -0.087 2.237 0.910
C 0.4070 0.1601 1.1282 0.494 0.379 -0.110
C 0.0537 0.1282 -0.3210 -0.386 -4.940 -0.997
C -0.4348 1.1236 -1.1509 -2.338 3.539 -3.426
H -1.3301 0.7800 1.9784 1.014 -2.734 0.867
H -0.1531 -0.3281 3.1198 -0.874 0.512 -1.152
H -1.1681 -1.1698 1.8925 -0.216 0.437 -0.340
N -0.9840 1.8410 -1.9272 2.090 -2.337 2.890
O 1.5168 0.5423 1.3841 0.165 0.028 0.456
S 0.0732 -1.4740 -0.9460 0.137 2.879 0.903
```
Positions in Å, forces in eV/Å.

Calculated values
- HOMO energy: -9.95 eV
- Energy above the lowest of the compared OMol25 structures with the same formula, charge and spin: 1.380 eV
- Total charge: 0
- E_LUMO: -0.0867 Eh
- Structure (SMILES): CC(=O)C(=S)C#N
- 2S+1: 1
- Kohn-Sham gap: 7.59 eV

Atomic partial charges in e from the natural (NBO) method, atoms 1 to 4: -0.71, 0.53, -0.24, 0.19

No. 4
ORCA calculation (the ωB97M-V functional and the def2-TZVPD basis) on the ion C7H4NO with charge -1.

```
13
Properties=species:S:1:pos:R:3:forces:R:3
C -2.3699 0.8790 -0.0259 0.903 -0.678 0.244
C 1.3048 0.8064 -0.0128 1.539 3.206 0.763
C 1.6245 -0.5104 -0.1168 2.503 1.253 -0.731
C 0.0132 1.2008 0.1940 2.182 0.728 -0.029
C 0.6605 -1.4287 -0.0421 -2.158 -2.845 0.299
C -1.0560 0.3840 0.0949 -2.827 -3.916 -0.507
C -0.7269 -1.1981 0.0243 -0.916 1.729 -0.379
N -3.4459 1.3139 -0.0803 -0.452 0.224 -0.058
O -1.6315 -2.0664 -0.0432 0.624 0.706 0.323
H 2.1545 1.6352 0.0343 -1.813 -1.780 -0.195
H 2.5997 -0.7524 -0.4226 1.243 -0.608 -0.100
H -0.1334 2.1735 0.4453 -0.556 2.939 0.468
H 1.0064 -2.4367 -0.0491 -0.271 -0.958 -0.097
```
Positions in Å, forces in eV/Å.

Calculated values
- HOMO energy (spin up / spin down): -0.51 / -4.82 eV
- Total charge: -1
- E_LUMO (spin up / spin down): 0.1478 / 0.0874 Eh
- 2S+1: 3
- Kohn-Sham gap (spin up / spin down): 4.53 / 7.20 eV

Atomic partial charges in e from the natural (NBO) method, atoms 1 to 4: 0.26, -0.06, -0.43, -0.38

Max |F| for the records above, in order: 0.36; 4.36; 5.45; 4.86 eV/Å